34
Properties=species:S:1:pos:R:3:mulliken_charge:R:1 method="wB97M-V/def2-TZVPD" e_homo_ev=-11.885 gap_ev=8.65 charge=+1 lumo_energy_ev=-3.234
C 1.8368 1.2786 -0.4714 -0.51
C 2.2479 0.0541 0.5497 -0.45
N 1.0802 -0.7557 1.0678 -0.21
C 0.8599 -2.0374 0.2956 -0.28
C -0.7899 -2.3091 0.3366 -1.05
C -1.2555 -1.3295 -0.9011 0.92
P -3.1042 -1.1984 -1.3639 0.13
C -3.7077 0.5016 -0.6920 -0.74
O -3.9054 -2.4069 -0.3953 -0.48
C -0.1357 -1.6822 -2.0455 -0.74
N 1.0949 -2.0768 -1.2015 -0.07
H 0.7960 1.1449 -0.9924 0.15
H 2.7071 1.3272 -1.2865 0.26
H 1.8293 2.3505 0.0533 0.08
H 2.7451 0.5725 1.4988 0.31
H 3.0551 -0.6473 0.0668 0.28
H 0.2104 -0.1908 1.1826 0.27
H 1.3529 -2.9100 0.9042 0.31
H -1.2796 -2.1923 1.3930 0.36
H -0.8581 -3.3840 -0.1276 0.28
H -0.9923 -0.1898 -0.6614 -0.45
H -4.4103 0.3718 0.2642 0.28
H -2.8024 1.1891 -0.3346 0.23
H -4.2612 1.0814 -1.5660 0.30
H -3.5716 -2.3611 0.5485 0.33
H 0.1132 -0.6402 -2.5248 0.33
H -0.4284 -2.4314 -2.9120 0.32
H 2.0261 -1.8041 -1.5911 0.38
H 1.0991 -3.1262 -1.3806 0.45
C 1.6943 4.8363 2.5453 -0.05
Cl 3.3478 4.5233 1.9908 -0.10
Cl 0.7254 5.5469 1.2430 -0.10
Cl 0.9434 3.3442 3.1362 -0.10
H 1.7375 5.5506 3.3714 0.36

=====

32
Properties=species:S:1:pos:R:3:mulliken_charge:R:1 method="wB97M-V/def2-TZVPD" e_homo_ev=-11.495 gap_ev=4.87 charge=+1 relative_energy_kj_mol=39.0 lumo_energy_ev=-6.625
C 4.5757 -4.8401 -2.7055 -0.35
C 3.7861 -5.4790 -1.8865 -0.11
S 2.0878 -4.9793 -1.7327 0.05
Cl 2.0862 -2.9599 -1.8639 0.07
I 0.9140 -5.6595 -3.7144 0.39
H 5.4092 -5.3024 -3.2064 0.28
H 4.4108 -3.7914 -2.9008 0.29
H 4.0707 -6.2842 -1.2287 0.37
C -1.7978 0.1346 -1.6937 -1.32
C -0.6663 0.7625 -0.8966 0.73
C 0.5537 1.0183 -1.7684 -1.24
O -0.3134 -0.0919 0.1948 -0.49
H -1.4885 -0.8334 -2.1031 0.27
H -2.6606 -0.0459 -1.0530 0.34
H -2.1056 0.7771 -2.5192 0.39
H -1.0057 1.7014 -0.4585 0.19
H 0.9392 0.0786 -2.1811 0.14
H 1.3577 1.4631 -1.1812 0.34
H 0.3164 1.6869 -2.5962 0.40
H -0.0134 -0.9322 -0.1696 0.26
C -1.0450 1.6705 2.8305 -1.08
C -1.7354 2.9698 2.4424 0.46
C -1.7915 3.9444 3.6088 -1.46
O -3.0564 2.6934 1.9746 -0.56
H -1.5901 1.1709 3.6368 0.37
H -1.0219 0.9864 1.9814 0.21
H -0.0215 1.8508 3.1645 0.33
H -1.2032 3.4307 1.6080 0.30
H -2.3615 3.5169 4.4380 0.37
H -2.2932 4.8665 3.3140 0.35
H -0.7911 4.1914 3.9673 0.36
H -3.5455 2.2848 2.6985 0.36

=====

30
Properties=species:S:1:pos:R:3:mulliken_charge:R:1 method="wB97M-V/def2-TZVPD" e_homo_ev="-11.999 / -11.999" gap_ev="8.53 / 8.53" charge=+1 relative_energy_kj_mol=215.5 lumo_energy_ev="-3.473 / -3.473"
C -2.2215 2.0623 0.4159 -0.61
C -1.9014 0.6689 -0.1061 -0.73
C -1.8768 1.8426 1.9825 -0.99
C -0.2801 0.7826 -0.0643 -0.71
C 0.4483 -0.3313 -0.6849 0.76
C -0.4251 1.2774 1.9683 1.20
C -0.0738 -1.7379 -1.0477 -1.70
C -0.2014 -0.0989 2.5409 -1.67
N 1.5609 -0.0485 -1.3110 -0.27
N 3.0255 -1.9167 -2.9264 -0.93
O 0.4497 2.2239 2.2039 -0.54
H -1.5932 2.7868 -0.0387 0.34
H -3.3083 2.1677 0.4591 0.35
H -2.2514 -0.1936 0.5082 0.35
H -2.1297 0.4073 -1.1257 0.42
H -1.7645 2.7976 2.4746 0.40
H -2.5011 1.0652 2.4036 0.39
H -0.0814 1.7113 -0.4731 0.52
H 0.7337 -2.3443 -1.3105 0.53
H -0.4966 -1.6759 -2.0701 0.41
H -0.8496 -2.0574 -0.4440 0.40
H -0.3934 -0.1488 3.5386 0.47
H 0.7525 -0.4545 2.2075 0.45
H -0.9096 -0.8069 2.1313 0.33
H 2.1349 0.7918 -1.1306 0.25
H 1.9379 -0.7370 -2.0597 0.35
H 3.4349 -1.3925 -3.6446 0.26
H 2.7129 -2.8697 -3.3400 0.27
H 3.8607 -2.0291 -2.2598 0.28
H 1.4499 2.0143 2.4791 0.40

=====

30
Properties=species:S:1:pos:R:3:mulliken_charge:R:1 method="wB97M-V/def2-TZVPD" e_homo_ev=-9.602 gap_ev=4.99 charge=+1 relative_energy_kj_mol=459.7 lumo_energy_ev=-4.612
C -1.0263 1.2256 0.4602 0.00
C -2.3732 1.2663 0.4978 -1.11
C -1.5035 -0.9146 -0.0768 0.06
C -1.6532 -2.1642 0.7497 -1.20
C -3.8483 0.2420 -1.0133 -0.99
C 3.8102 1.3000 -1.4940 -1.04
C 2.2227 -1.4722 -0.2926 -0.91
C 3.0489 1.1533 1.5316 -1.02
N -0.5007 0.0682 0.2548 -0.30
N -2.9000 -0.0913 0.0593 0.09
Si 2.8789 0.3592 -0.0839 0.68
H -0.2858 1.9459 0.6626 0.44
H -2.9854 2.1081 0.7393 0.45
H -1.4367 -1.2064 -1.1180 0.23
H -2.1737 -1.8290 1.6659 0.33
H -0.8135 -2.8038 0.9411 0.32
H -2.3437 -2.7752 0.0853 0.34
H -3.4915 1.1027 -1.6703 0.31
H -4.0908 -0.6772 -1.5246 0.42
H -4.8432 0.5308 -0.5631 0.35
H 4.7244 0.8565 -1.8263 0.39
H 3.2503 1.4500 -2.4337 0.36
H 4.1464 2.3149 -1.1245 0.32
H 1.2906 -1.6693 -0.7150 0.26
H 3.0310 -1.8668 -0.8739 0.40
H 2.1436 -2.0123 0.6702 0.33
H 3.8950 1.7912 1.7289 0.42
H 2.2613 1.8000 1.6119 0.35
H 3.0652 0.5354 2.4268 0.38
H -3.4993 -0.5678 0.7244 0.34

=====

Number 1: maximum force 0.099 hartree/bohr. Number 2: maximum force 0.028 hartree/bohr. Number 3: maximum force 0.094 hartree/bohr. Number 4: maximum force 0.077 hartree/bohr.